ORCA calculation (wB97M-V/def2-TZVPD) on one molecule with the formula C3H8N2O in a non-equilibrium geometry.

XYZ file:
```
14
Properties=species:S:1:pos:R:3
N 0.360 -1.982 1.976
C 0.070 -0.722 1.344
C 0.031 -0.902 -0.175
N -0.450 0.286 -0.891
C -0.014 1.553 -0.835
O -0.108 2.302 -1.808
H 1.110 -2.587 1.756
H -0.125 -2.065 2.842
H -0.879 -0.284 1.661
H 0.822 0.049 1.574
H -0.517 -1.805 -0.434
H 0.993 -1.086 -0.684
H -1.164 0.221 -1.600
H 0.602 1.929 0.000
```

Results
* HOMO-LUMO gap: 0.370 hartree
* LUMO level: 0.93 eV
* E_HOMO: -9.130 eV
* relative energy (zero: lowest compared OMol25 entry of this formula, charge and spin): 36.8 kcal/mol
* SMILES: NCCNC=O



ORCA calculation (wB97M-V/def2-TZVPD) on a 3-piece molecular cluster, C5H14N2S overall in a non-equilibrium geometry.

XYZ file:
```
22
Properties=species:S:1:pos:R:3
C -0.840 -0.839 -3.333
C -0.859 -0.446 -1.877
C -1.968 -0.490 -1.139
N -2.086 -0.268 0.255
H -1.839 -1.028 -3.760
H -0.379 -0.061 -3.955
H -0.266 -1.756 -3.516
H 0.163 -0.316 -1.505
H -2.903 -0.679 -1.670
H -1.188 0.072 0.585
H 0.022 1.738 0.573
H -2.790 0.455 0.362
C 1.066 0.413 2.487
C 2.161 1.146 1.718
S 1.782 1.343 -0.043
N 0.712 -0.870 1.826
H 0.160 1.032 2.550
H 1.398 0.200 3.506
H 3.112 0.597 1.719
H 2.295 2.154 2.128
H 1.250 -1.624 2.236
H 0.996 -0.773 0.855
```

Results
* HOMO-LUMO gap: 0.271 hartree
* LUMO level: -0.71 eV
* E_HOMO: -8.078 eV
* relative energy (zero: lowest compared OMol25 entry of this formula, charge and spin): 61.0 kcal/mol



ORCA calculation (wB97M-V/def2-TZVPD) on one molecule with the formula C8H11NOS in a non-equilibrium geometry.

XYZ file:
```
22
Properties=species:S:1:pos:R:3
C 1.892 -1.720 -0.207
O 0.539 -1.657 -0.703
C -0.070 -0.431 -0.344
C -0.339 0.508 -1.402
C 0.382 0.234 -2.700
C -0.758 1.929 -1.163
C -0.411 -0.240 1.063
N -0.940 0.798 1.644
C -1.396 0.546 2.942
C -1.125 -0.679 3.451
S -0.396 -1.596 2.200
H 2.031 -1.926 0.944
H 2.326 -0.805 -0.627
H 2.145 -2.637 -0.644
H 1.428 0.416 -2.743
H -0.129 0.853 -3.491
H 0.463 -0.819 -3.073
H -1.715 2.027 -1.675
H -0.888 2.166 -0.010
H 0.116 2.682 -1.515
H -1.922 1.354 3.547
H -1.234 -1.003 4.506
```

Results
* HOMO-LUMO gap: 0.307 hartree
* LUMO level: 0.24 eV
* E_HOMO: -8.110 eV
* relative energy (zero: lowest compared OMol25 entry of this formula, charge and spin): 59.4 kcal/mol
* SMILES: COC(=C(C)C)c1nccs1



ORCA calculation (wB97M-V/def2-TZVPD) on C4H9BrO as an isolated structure in a non-equilibrium geometry.

XYZ file:
```
15
Properties=species:S:1:pos:R:3
C 0.353 0.618 -1.291
C -1.051 -1.315 -0.005
C -0.372 0.813 1.232
C 0.067 -0.091 0.101
O 1.116 -0.834 0.383
Br 3.346 -0.050 -0.110
H 1.280 1.277 -1.032
H 0.872 0.010 -1.991
H -0.600 1.147 -1.535
H -0.622 -1.819 -0.923
H -1.964 -0.805 -0.170
H -0.854 -1.933 0.820
H -0.063 1.818 1.045
H -1.457 0.659 1.298
H -0.050 0.505 2.179
```

Results
* HOMO-LUMO gap (alpha / beta): 0.375 / 0.211 hartree
* LUMO level (alpha / beta): 0.84 / -3.47 eV
* 2S+1: 3
* E_HOMO (alpha / beta): -9.358 / -9.223 eV
* relative energy (zero: lowest compared OMol25 entry of this formula, charge and spin): 0.7 kcal/mol



ORCA calculation (wB97M-V/def2-TZVPD) on a 4-piece molecular cluster, C2H11N2O2 overall in a non-equilibrium geometry.

XYZ file:
```
17
Properties=species:S:1:pos:R:3
C -1.665 0.081 -0.707
C -1.279 -1.163 -0.281
N -2.056 -2.267 0.176
N 2.372 -0.398 -0.328
H -2.660 0.429 -0.721
H -0.241 -1.446 -0.018
H -1.746 -2.420 1.240
H -3.147 -2.066 0.098
H 2.177 0.576 -0.707
H 3.088 -0.722 -0.983
H 2.868 -0.322 0.590
H 1.020 2.852 -0.904
H -0.212 1.542 1.990
O 0.557 1.098 1.659
H -0.895 0.697 -1.270
H 0.818 1.528 0.739
O 1.000 2.000 -0.574
```

Results
* HOMO-LUMO gap: 0.148 hartree
* LUMO level: -9.81 eV
* E_HOMO: -13.840 eV
* relative energy (zero: lowest compared OMol25 entry of this formula, charge and spin): 223.7 kcal/mol
* net charge: +1



ORCA calculation (wB97M-V/def2-TZVPD) on C37H50IN4OS7SiSr as an isolated structure in a non-equilibrium geometry.

XYZ file:
```
102
Properties=species:S:1:pos:R:3
Sr 0.702 -0.010 0.270
C -3.130 -3.095 -0.771
C -2.299 -3.882 0.229
S -0.634 -3.204 0.541
C 0.409 -4.052 -0.668
C 0.135 -3.708 -2.120
S 0.432 -1.944 -2.500
C -0.919 -1.656 -3.709
C -1.157 -0.180 -3.986
S -1.507 0.886 -2.536
C -3.302 0.741 -2.284
C -3.824 -0.634 -1.913
S -2.978 -1.288 -0.431
H -4.182 -3.371 -0.678
H -2.807 -3.287 -1.794
H -2.189 -4.922 -0.080
H -2.783 -3.856 1.205
H 0.310 -5.132 -0.523
H 1.415 -3.752 -0.378
H -0.898 -3.942 -2.377
H 0.805 -4.298 -2.751
H -1.823 -2.120 -3.320
H -0.633 -2.155 -4.641
H -1.978 -0.064 -4.696
H -0.257 0.269 -4.404
H -3.806 1.108 -3.181
H -3.470 1.436 -1.458
H -3.689 -1.347 -2.728
H -4.890 -0.571 -1.681
C 3.756 -0.715 -1.656
Si 3.747 -1.728 -0.052
C 4.088 -3.529 -0.648
C 5.256 -1.031 0.907
N 2.308 -1.520 0.823
C 2.073 -2.129 2.008
C 2.920 -3.105 2.559
C 2.633 -3.778 3.728
C 1.480 -3.485 4.430
C 0.645 -2.486 3.952
C 0.928 -1.816 2.779
O 0.086 -0.829 2.300
C -0.950 -0.454 3.126
C -0.739 0.469 4.142
C -1.798 0.865 4.940
C -3.062 0.335 4.741
C -3.269 -0.590 3.733
C -2.217 -0.980 2.925
H 4.497 -1.128 -2.332
H 4.038 0.313 -1.464
H 2.801 -0.710 -2.164
H 5.141 -3.700 -0.864
H 3.535 -3.751 -1.559
H 3.784 -4.255 0.102
H 6.147 -0.994 0.287
H 5.486 -1.593 1.806
H 5.016 -0.016 1.213
H 3.830 -3.332 2.028
H 3.326 -4.527 4.093
H 1.230 -4.014 5.339
H -0.244 -2.222 4.510
H 0.256 0.868 4.290
H -1.638 1.605 5.711
H -3.885 0.643 5.371
H -4.254 -0.995 3.555
H -2.376 -1.670 2.112
S -6.397 5.301 2.664
C -5.357 4.287 1.885
S -4.203 3.264 2.719
C -3.657 2.621 1.100
N -4.313 3.180 0.146
N -5.229 4.097 0.550
C -5.851 4.793 -0.495
C -7.113 5.369 -0.397
C -7.664 5.995 -1.501
C -6.979 6.049 -2.703
C -5.718 5.480 -2.796
C -5.156 4.857 -1.703
S -2.531 1.412 0.971
H -7.652 5.333 0.534
H -8.646 6.439 -1.419
H -7.423 6.532 -3.563
H -5.166 5.525 -3.724
H -4.175 4.415 -1.758
C 1.516 4.986 2.940
C 2.347 3.703 3.044
C 3.676 3.850 2.291
C 2.593 3.331 4.513
C 1.628 2.614 2.420
N 1.117 1.721 1.922
H 2.043 5.801 3.433
H 0.545 4.851 3.411
H 1.349 5.248 1.898
H 4.265 4.646 2.741
H 3.490 4.096 1.248
H 4.242 2.921 2.332
H 3.170 4.117 4.997
H 3.141 2.394 4.584
H 1.647 3.216 5.037
I 0.593 3.966 -0.865
C 1.587 2.017 -1.118
H 2.634 2.284 -0.958
H 1.466 1.867 -2.191
```

Results
* HOMO-LUMO gap: 0.226 hartree
* LUMO level: 1.89 eV
* E_HOMO: -4.248 eV
* net charge: -1



ORCA calculation (wB97M-V/def2-TZVPD) on one molecule with the formula CFNS in a non-equilibrium geometry.

XYZ file:
```
4
Properties=species:S:1:pos:R:3
C 0.699 0.226 -0.096
N 1.786 -0.093 0.061
F -1.491 -0.848 0.010
S -0.994 0.715 0.024
```

Results
* HOMO-LUMO gap (alpha / beta): 0.309 / 0.345 hartree
* LUMO level (alpha / beta): 0.36 / -3.69 eV
* 2S+1: 3
* E_HOMO (alpha / beta): -8.041 / -13.072 eV
* relative energy (zero: lowest compared OMol25 entry of this formula, charge and spin): 8.5 kcal/mol